Entry 1:
A cluster of 2 separate species, Cl2FH2P2 in total in a non-equilibrium geometry. Source: the Open Molecules 2025 dataset; level of theory: ωB97M-V/def2-TZVPD.

The highest occupied orbital energy comes out at -14.7 eV. The LUMO energy is -7.048 eV. Its charge is +1.

Element x y z (Å)
F  0.369  -2.376  -0.264
P  -1.184  0.094  -0.093
P  -1.079  -1.907  0.217
Cl  1.593  1.093  -0.097
Cl  3.553  1.275  0.098
H  -2.495  0.464  0.583
H  -0.758  1.358  -0.443

Force components x, y, z for each atom (eV/Å):
F -1.40 0.56 0.33
P -3.02 0.29 1.52
P 1.64 -0.32 -0.43
Cl 0.18 0.09 0.00
Cl 0.18 -0.04 0.02
H 1.64 -0.89 -0.97
H 0.79 0.31 -0.48

Here are the natural (NBO) charges for atoms 1 to 6, given in e: number 1, F, carries -0.5284; number 2, P, carries 0.0663; number 3, P, carries 1.1566; number 4, Cl, carries -0.0589; number 5, Cl, carries 0.0933; number 6, H, carries 0.1339



Entry 2:
An isolated molecule of C6H9B in a non-equilibrium geometry. Source: the Open Molecules 2025 dataset; level of theory: ωB97M-V/def2-TZVPD.

The highest occupied orbital energy (alpha / beta) comes out at -5.9 / -9.4 eV. Its spin multiplicity is 3. The LUMO energy (alpha / beta) is 0.521 / -1.463 eV.

Element x y z (Å)
B  0.239  0.342  0.080
C  -2.050  1.431  -0.051
C  -2.498  0.303  -0.087
C  -0.580  1.754  0.141
C  -0.596  -1.007  0.351
C  -2.104  -1.089  -0.224
C  1.784  0.446  -0.211
H  -0.235  2.086  1.154
H  -0.116  2.516  -0.533
H  -0.159  -1.839  -0.056
H  -0.609  -1.032  1.375
H  -2.655  -1.843  0.371
H  -1.991  -1.204  -1.228
H  2.143  1.351  0.203
H  1.655  0.591  -1.325
H  2.427  -0.355  -0.023

Force components x, y, z for each atom (eV/Å):
B -0.59 0.08 -0.09
C 4.83 8.82 1.03
C -6.07 -8.07 -0.57
C 1.06 -0.54 -0.06
C -0.99 1.98 -2.75
C 2.18 1.80 3.91
C -2.47 0.44 -1.34
H -0.86 -0.01 -0.28
H -0.60 -0.63 0.19
H 1.74 -2.22 -0.49
H -0.18 -0.46 2.88
H 0.03 0.53 -0.76
H -0.19 -1.36 -2.86
H 0.68 1.04 0.22
H 0.57 -0.04 0.71
H 0.87 -1.36 0.25

Here are the natural (NBO) charges for atoms 1 to 6, given in e: number 1, B, carries 0.8864; number 2, C, carries 0.0447; number 3, C, carries 0.0103; number 4, C, carries -0.8606; number 5, C, carries -0.7374; number 6, C, carries -0.4779



Entry 3:
A cluster of 2 separate species, C9H18N2O6 in total in a non-equilibrium geometry. Source: the Open Molecules 2025 dataset; level of theory: ωB97M-V/def2-TZVPD.

Its SMILES is N[C@@H](CC(=O)O)C(=O)O.CC(C)[C@H](N)C(=O)O. The highest occupied orbital energy comes out at -8.8 eV. The LUMO energy is 0.165 eV.

Element x y z (Å)
C  -2.825  1.121  0.088
C  -1.442  0.370  -0.018
C  -4.045  0.340  -0.551
C  -4.247  -1.075  -0.021
C  2.497  -0.231  -0.237
C  2.543  1.176  0.369
C  3.932  -0.790  -0.285
C  4.612  -0.754  1.104
C  3.984  -2.239  -0.722
H  -2.193  3.032  0.028
H  -2.094  2.259  -1.346
H  -3.056  1.226  1.152
H  -3.832  0.170  -1.632
H  -4.887  0.945  -0.430
H  -4.707  -1.843  1.632
H  -0.648  -1.236  0.611
H  2.451  0.697  -2.111
H  1.068  -0.113  -1.689
H  1.795  -0.922  0.342
H  4.477  -0.141  -1.004
H  5.073  0.135  1.321
H  5.405  -1.496  1.122
H  3.960  -0.992  1.825
H  3.225  -2.772  -0.251
H  3.806  -2.319  -1.816
H  4.848  -2.682  -0.521
H  2.249  0.507  2.230
N  -2.730  2.411  -0.567
N  2.054  -0.107  -1.586
O  -0.463  0.675  -0.697
O  -3.873  -2.133  -0.506
O  -4.764  -0.934  1.242
O  -1.445  -0.780  0.739
O  2.893  2.132  -0.283
O  2.370  1.280  1.660

Force components x, y, z for each atom (eV/Å):
C 0.28 -0.74 -0.20
C 0.60 -1.08 -0.37
C 2.63 -1.83 -1.72
C 1.03 -0.06 0.73
C -0.29 0.21 -0.28
C 1.26 -0.74 -1.20
C 0.76 0.18 0.99
C 1.57 -0.99 -3.47
C -3.04 2.53 -3.22
H -0.15 0.17 0.13
H -0.22 0.23 -0.31
H 0.17 0.05 -0.08
H -0.19 0.57 0.59
H -1.31 0.85 0.25
H -0.26 0.87 -0.17
H 2.02 -1.06 -0.46
H -0.32 -0.81 1.00
H -0.61 0.22 0.02
H 0.90 0.79 -0.60
H -0.21 -0.37 0.46
H 0.89 2.49 0.59
H 0.09 -0.13 0.07
H -2.51 -0.97 2.88
H -1.48 -1.12 0.94
H -0.03 -0.03 0.62
H 3.89 -1.70 0.90
H -0.03 -0.20 -0.91
N 0.42 -0.16 0.07
N 0.60 -0.36 -1.85
O -2.53 -0.06 1.42
O -1.05 1.89 0.78
O 0.31 -1.91 -0.34
O -2.20 2.36 -0.10
O -0.59 -0.33 0.46
O -0.42 1.24 2.40

Here are the natural (NBO) charges for atoms 1 to 6, given in e: number 1, C, carries -0.1354; number 2, C, carries 0.7915; number 3, C, carries -0.5026; number 4, C, carries 0.7986; number 5, C, carries -0.1426; number 6, C, carries 0.7851



Entry 4:
A structure of composition C2HI3 in a non-equilibrium geometry. Source: the Open Molecules 2025 dataset; level of theory: ωB97M-V/def2-TZVPD.

The highest occupied orbital energy (alpha / beta) comes out at -8.6 / -8.4 eV. The LUMO energy (alpha / beta) is -2.034 / -2.143 eV.

Element x y z (Å)
C  -1.052  -0.176  -0.995
C  0.740  -0.277  0.669
I  -1.444  1.923  -1.142
I  1.411  -2.181  1.167
I  2.247  1.325  0.652
H  -1.902  -0.614  -0.351

Force components x, y, z for each atom (eV/Å):
C 0.22 0.32 1.43
C -0.13 0.72 -0.81
I 0.04 -1.05 0.13
I 0.00 0.65 -0.16
I -1.08 -1.39 0.00
H 0.93 0.76 -0.60

Table of natural (NBO) atomic charges, one value per atom, all in e: number 1, C, carries -0.3129; number 2, C, carries -0.4557; number 3, I, carries 0.1338; number 4, I, carries 0.3025; number 5, I, carries 0.2144; number 6, H, carries 0.1180



Entry 5:
A cluster of 6 separate species, C24H59NO6 in total in a non-equilibrium geometry. Source: the Open Molecules 2025 dataset; level of theory: ωB97M-V/def2-TZVPD.

The highest occupied orbital energy (alpha / beta) comes out at -10.8 / -10.8 eV. Its spin multiplicity is 2. The LUMO energy (alpha / beta) is -2.579 / -7.006 eV. Its charge is +1.

Element x y z (Å)
C  2.462  1.166  -5.342
C  3.441  0.085  -5.101
C  4.839  0.609  -4.660
O  3.035  -1.000  -4.180
H  1.483  0.687  -5.322
H  2.578  1.635  -6.319
H  2.384  1.805  -4.463
H  3.501  -0.397  -6.077
H  5.429  -0.302  -4.755
H  4.826  0.790  -3.585
H  5.180  1.501  -5.186
H  2.331  -0.671  -3.618
C  2.427  3.171  0.453
C  1.762  4.132  -0.492
C  0.234  3.925  -0.594
O  1.980  5.444  -0.035
H  2.186  2.144  0.179
H  1.899  3.344  1.391
H  3.513  3.196  0.548
H  2.048  4.025  -1.538
H  -0.066  2.960  -1.001
H  -0.239  4.654  -1.252
H  -0.186  4.090  0.398
H  2.880  5.671  -0.283
C  -0.537  -6.103  0.561
C  0.873  -5.834  0.154
C  1.911  -6.298  1.143
O  1.031  -6.585  -1.051
H  -0.899  -5.371  1.283
H  -0.599  -7.026  1.137
H  -1.192  -6.266  -0.295
H  1.076  -4.784  -0.060
H  1.732  -7.373  1.192
H  1.729  -5.830  2.110
H  2.950  -6.135  0.857
H  1.662  -7.303  -0.953
C  3.716  -4.318  -3.259
C  4.577  -3.369  -2.428
C  5.661  -2.753  -3.255
O  3.754  -2.266  -1.959
H  4.306  -5.097  -3.741
H  3.231  -3.764  -4.062
H  2.843  -4.784  -2.800
H  4.878  -3.789  -1.469
H  6.169  -1.879  -2.848
H  5.199  -2.583  -4.227
H  6.373  -3.578  -3.302
H  3.583  -1.715  -2.727
C  0.039  -0.449  -0.168
C  0.918  -0.701  -1.423
C  0.779  -2.212  -1.953
O  0.683  0.280  -2.372
H  -0.948  -0.047  -0.394
H  0.535  0.309  0.439
H  -0.019  -1.373  0.408
H  1.924  -0.582  -1.019
H  1.161  -3.031  -1.344
H  1.329  -2.386  -2.877
H  -0.244  -2.454  -2.240
H  -0.123  0.051  -2.841
C  -2.419  1.240  2.100
C  -3.259  2.322  2.820
C  -4.068  3.025  1.717
C  -5.268  3.739  2.305
C  -6.139  2.826  3.264
C  -5.366  2.199  4.480
N  -4.111  1.689  3.870
O  -3.336  0.829  4.698
C  -5.154  3.376  5.474
C  -6.189  1.091  5.120
C  -2.335  3.437  3.373
H  -1.786  0.608  2.722
H  -1.698  1.697  1.421
H  -3.062  0.594  1.501
H  -3.627  3.894  1.229
H  -4.396  2.255  1.019
H  -5.906  4.032  1.471
H  -5.027  4.658  2.840
H  -6.276  1.927  2.662
H  -7.021  3.375  3.596
H  -4.496  3.090  6.294
H  -4.855  4.378  5.165
H  -6.108  3.594  5.955
H  -5.741  0.620  5.995
H  -7.246  1.310  5.274
H  -6.192  0.323  4.346
H  -2.569  3.647  4.416
H  -2.126  4.360  2.832
H  -1.319  3.060  3.497
H  -2.888  1.540  5.162

Force components x, y, z for each atom (eV/Å):
C -1.84 -0.28 1.29
C 1.47 -0.54 -0.18
C -1.15 -1.51 0.29
O 0.08 1.41 -1.18
H -0.34 -0.04 -0.49
H 0.23 0.29 0.40
H 0.33 0.73 -0.32
H 0.52 -0.44 0.11
H 0.85 0.56 -0.29
H -0.20 0.34 0.06
H 0.10 -0.37 -0.19
H -0.45 0.40 0.07
C -0.82 -1.02 -0.01
C -1.06 -0.32 -1.07
C 0.17 0.30 0.43
O -0.02 0.59 -0.14
H -0.02 -0.16 -0.18
H 0.52 -0.01 0.45
H -0.11 0.53 0.02
H 0.80 -0.03 -0.06
H 0.33 -0.25 0.27
H 0.32 0.26 0.00
H -0.25 -0.20 0.18
H 0.10 0.24 0.13
C -0.63 -0.16 1.31
C 0.89 -0.49 -0.85
C -0.43 -0.29 0.40
O 0.19 0.25 -0.91
H -0.31 0.38 -0.31
H 0.23 -0.36 -0.09
H 0.05 0.56 0.04
H -0.31 0.15 -0.28
H 0.25 -0.19 0.57
H 0.12 -0.19 0.15
H -0.14 0.23 -0.23
H 0.11 0.11 0.20
C -0.18 -0.13 -0.54
C -1.99 1.55 1.09
C 0.62 -1.56 -0.15
O -0.10 -0.57 0.80
H 0.10 -0.11 0.09
H 0.34 0.36 -0.25
H 0.37 -0.09 0.80
H 0.50 -0.42 -0.30
H -0.37 -0.06 0.13
H 0.51 0.29 -0.16
H 0.59 0.24 -0.72
H 0.16 0.12 -0.31
C 0.48 -0.13 -0.23
C -0.32 -2.59 1.92
C -0.09 1.09 -0.72
O 0.32 0.46 -1.11
H -0.18 -0.33 -0.24
H 0.00 0.05 0.15
H -0.22 0.09 0.13
H 0.30 0.00 -0.64
H -0.06 0.60 0.62
H 0.19 0.46 -0.08
H -0.40 0.18 0.33
H -0.20 0.03 -0.14
C 0.20 -0.48 0.23
C 1.08 0.75 -2.28
C -1.84 0.08 0.83
C -1.71 -0.66 1.34
C 1.85 -0.46 -1.15
C -1.03 2.49 -0.80
N 1.39 0.01 1.24
O -1.89 1.24 -1.40
C 0.56 -0.03 1.19
C 0.67 -1.24 -0.96
C 1.44 -0.74 2.28
H -0.30 0.10 0.37
H -0.32 0.45 -0.09
H -0.03 -0.04 0.07
H 1.20 -0.91 -0.25
H -0.05 0.30 -0.30
H -0.15 0.08 0.11
H 0.38 0.06 -0.09
H -1.30 0.13 -0.25
H -0.09 -0.55 -0.04
H 0.12 -0.08 0.09
H 0.39 -0.40 -0.87
H -0.27 -0.53 -0.12
H -0.03 0.38 0.10
H 0.29 0.61 0.14
H -0.20 -0.44 0.09
H -0.36 0.60 -0.02
H -1.08 -0.15 -0.33
H 0.11 -0.53 -0.18
H 1.05 -0.01 0.99

Here are the Mulliken charges for atoms 1 to 6, given in e: number 1, C, carries -1.4407; number 2, C, carries 0.4687; number 3, C, carries -1.0572; number 4, O, carries -0.5452; number 5, H, carries 0.3519; number 6, H, carries 0.4353



Entry 6:
An isolated molecule of C5H9NO. Source: the Open Molecules 2025 dataset; level of theory: ωB97M-V/def2-TZVPD.

Its SMILES is C[C@H]1N[C@H]1[C@H]1CO1. The highest occupied orbital energy comes out at -9.1 eV. The LUMO energy is 1.137 eV.

Element x y z (Å)
C  -2.085  -0.429  0.097
C  -1.157  0.557  0.735
N  0.000  0.180  1.547
C  0.211  0.844  0.261
C  1.013  0.171  -0.813
C  2.294  -0.401  -0.386
O  1.163  -1.228  -0.709
H  -2.659  0.115  -0.662
H  -2.769  -0.816  0.859
H  -1.548  -1.258  -0.383
H  -1.625  1.436  1.164
H  0.103  -0.844  1.447
H  0.416  1.925  0.245
H  0.950  0.584  -1.827
H  3.120  -0.463  -1.095
H  2.557  -0.352  0.676

Force components x, y, z for each atom (eV/Å):
C 0.05 0.06 0.04
C 0.06 0.17 -0.24
N 0.01 -0.40 0.31
C -0.13 0.50 -0.64
C -0.08 0.32 0.23
C 0.12 -0.10 -0.07
O 0.15 -0.20 -0.01
H -0.05 -0.31 0.08
H -0.05 -0.11 -0.23
H -0.12 0.18 0.15
H -0.36 -0.03 -0.09
H 0.36 0.68 -0.21
H 0.44 -0.42 0.58
H -0.14 -0.23 0.32
H -0.16 -0.03 0.16
H -0.11 -0.09 -0.36

Here are the natural (NBO) charges for atoms 1 to 6, given in e: number 1, C, carries -0.6324; number 2, C, carries -0.0633; number 3, N, carries -0.5895; number 4, C, carries -0.1143; number 5, C, carries 0.0399; number 6, C, carries -0.1128